Entry 1:
Molecular formula: H8O4Si3
Method: DFT, ωB97M-V with the def2-TZVPD basis set

## Properties
* charge: 0
* gap between HOMO and LUMO: 7.7 eV
* LUMO energy: -0.09 eV
* E_tot: -31954.944 eV
* F_max: 0.0483 hartree/bohr
* M: 156.3 g/mol

```
15
Properties=species:S:1:pos:R:3:nbo_charge:R:1
O -1.20420 -0.51748 2.29978 -1.1020
O 1.27282 0.18497 2.02474 -1.1077
O -1.89496 0.95768 -0.92603 -1.1247
O 0.37821 2.08648 -1.17970 -1.1166
Si 0.88534 -1.90923 -1.92144 0.3572
Si -0.24956 0.69405 1.75206 1.4282
Si -0.32655 0.75993 -0.50454 1.3465
H -2.13432 -0.53933 2.10550 0.5067
H 1.43433 -0.39344 2.76406 0.5085
H -2.11336 1.51061 -1.66888 0.5113
H 1.29928 2.27429 -1.02161 0.5070
H 1.99894 -2.42365 -1.12847 -0.1615
H 1.34210 -1.61985 -3.28235 -0.1615
H -0.18487 -2.90382 -1.97221 -0.1612
H -0.50319 1.83877 2.65909 -0.2304
```

Entry 2:
Molecular formula: H8O4Tl
Method: DFT, ωB97M-V with the def2-TZVPD basis set

## Properties
* charge: +3
* gap between HOMO and LUMO: 4.4 eV
* LUMO energy: -20.69 eV
* E_tot: -12972.638 eV
* F_max: 0.0213 hartree/bohr
* M: 276.4 g/mol

```
13
Properties=species:S:1:pos:R:3:mulliken_charge:R:1
Tl 0.05404 0.10376 -0.12655 1.6041
O -1.79070 2.15319 -0.00998 -0.4589
H -1.84880 3.03920 0.42180 0.3968
H -2.69654 1.95644 -0.32642 0.3807
O 1.79256 -2.16126 0.00462 -0.4234
H 1.40516 -3.04645 -0.18708 0.3898
H 2.76733 -2.30141 0.01667 0.3841
O 2.80559 0.87621 0.08617 -0.4211
H 3.17775 1.68732 -0.33612 0.3980
H 3.44351 0.63939 0.79982 0.4019
O -2.68011 -0.82259 -0.03155 -0.4470
H -3.19984 -0.72189 -0.86003 0.4067
H -3.22994 -1.40189 0.54866 0.3883
```

Entry 3:
Molecular formula: H9N3Si2
Method: DFT, ωB97M-V with the def2-TZVPD basis set

## Properties
* charge: 0
* gap between HOMO and LUMO: 8.1 eV
* LUMO energy: -0.18 eV
* E_tot: -20370.455 eV
* F_max: 0.0662 hartree/bohr
* M: 107.3 g/mol

```
14
Properties=species:S:1:pos:R:3:nbo_charge:R:1
N 1.43738 0.61274 -1.17168 -1.2802
N 2.45995 -0.92496 0.80650 -1.2641
N -1.54954 -0.73285 0.49179 -1.4566
Si -2.59266 0.56322 0.10717 1.1464
Si 1.01471 -0.03596 0.39749 1.7625
H 2.01475 0.10192 -1.84683 0.3899
H 0.74386 0.95665 -1.77479 0.3991
H 2.98315 -1.24412 -0.02477 0.3963
H 2.46995 -1.60716 1.51257 0.3971
H -1.65299 -1.76495 0.55463 0.3930
H -2.36571 1.16999 -1.30070 -0.2491
H -2.13689 1.63778 0.93543 -0.2154
H -3.91834 0.16953 0.10916 -0.2057
H 1.09237 1.09817 1.20402 -0.2133
```

Entry 4:
Molecular formula: H9NO3
Method: DFT, ωB97M-V with the def2-TZVPD basis set

## Properties
* charge: 0
* gap between HOMO and LUMO: 11.0 eV
* LUMO energy: 0.71 eV
* SMILES: N.O.O.O
* E_tot: -7777.724 eV
* F_max: 0.1152 hartree/bohr
* M: 71.1 g/mol

```
13
Properties=species:S:1:pos:R:3:nbo_charge:R:1
N 4.73726 1.09885 -2.36024 -1.0925
H 4.39063 0.64457 -3.21773 0.3782
H 4.99664 1.98165 -2.71961 0.3554
H 5.38146 0.75461 -1.78475 0.3616
O -5.62130 0.82957 0.58937 -0.9385
H -5.97290 1.74225 0.45741 0.4743
H -4.82749 0.88722 1.03253 0.4643
O 3.93554 0.80805 1.06079 -0.9618
H 4.28487 1.20268 0.26068 0.4857
H 3.02281 0.79719 1.14915 0.4735
O -4.71729 -3.95431 1.78731 -0.9197
H -5.49990 -3.42570 1.68712 0.4651
H -4.11033 -3.36662 2.05798 0.4545
```

Entry 5:
Molecular formula: H9NSi3
Method: DFT, ωB97M-V with the def2-TZVPD basis set

## Properties
* charge: 0
* gap between HOMO and LUMO: 9.7 eV
* LUMO energy: 0.13 eV
* E_tot: -25266.502 eV
* F_max: 0.0745 hartree/bohr
* M: 107.3 g/mol

```
13
Properties=species:S:1:pos:R:3:nbo_charge:R:1
N -1.84733 0.94749 -0.79651 -1.3023
Si 2.00011 0.38233 -0.45058 0.3681
Si -1.60392 0.02653 0.67619 0.8934
Si 0.54154 -0.81607 0.71515 0.1617
H -1.02362 1.22223 -1.30472 0.3977
H -2.76225 0.88509 -1.29119 0.4123
H 1.38626 0.54842 -1.80951 -0.1267
H 2.58356 1.67702 0.20412 -0.1202
H 3.26841 -0.34213 -0.62761 -0.1176
H -2.72305 -1.02975 0.85570 -0.1518
H -1.94263 1.05731 1.64879 -0.1706
H 1.04113 -1.29606 1.91565 -0.1311
H 0.95218 -2.39380 -0.38852 -0.1130
```

Entry 6:
Molecular formula: H9O4S
Method: DFT, ωB97M-V with the def2-TZVPD basis set

## Properties
* charge: -1
* gap between HOMO and LUMO: 6.6 eV
* LUMO energy: 2.90 eV
* E_tot: -19172.932 eV
* F_max: 0.0454 hartree/bohr
* M: 105.1 g/mol

```
14
Properties=species:S:1:pos:R:3:nbo_charge:R:1
S 0.27583 -0.12847 -0.26113 -1.0002
H 0.15344 0.41003 -1.49641 0.0922
H 2.83728 -1.67751 -1.74574 0.4779
H 1.63498 -0.93066 -2.45222 0.4989
O 2.36713 -1.52714 -2.55033 -0.9832
H -5.12519 2.10851 2.36865 0.4659
H -4.32474 3.30428 2.86638 0.4643
O -4.64295 2.88422 2.07288 -0.9301
H 0.98968 -2.92014 -1.13133 0.4809
H 0.12000 -2.71547 0.09236 0.4895
O 0.36833 -3.36983 -0.55766 -0.9792
H 1.08480 1.54271 0.70718 0.4962
H 1.02355 2.11081 2.17649 0.4463
O 1.56384 2.11677 1.38303 -1.0194
```

Entry 7:
Molecular formula: H9O5
Method: DFT, ωB97M-V with the def2-TZVPD basis set

## Properties
* charge: -1
* gap between HOMO and LUMO: 9.2 eV
* LUMO energy: 4.16 eV
* E_tot: -10384.461 eV
* F_max: 0.0867 hartree/bohr
* M: 89.1 g/mol

```
14
Properties=species:S:1:pos:R:3:nbo_charge:R:1
O -0.62645 -0.50510 -0.61216 -1.2798
H -0.18309 -0.95372 -1.41936 0.4398
O -0.62546 -1.36756 2.08788 -0.9771
H -0.67751 -1.08135 1.21390 0.5108
H -1.50366 -1.21040 2.36386 0.4499
O 1.11478 1.57383 -1.39500 -1.0353
H 0.52958 2.25562 -1.76317 0.4435
H 0.32799 0.94462 -0.91598 0.5226
O -1.99987 1.65083 -1.24449 -1.0531
H -1.47491 2.36919 -0.84994 0.4475
H -1.69048 0.68521 -0.92834 0.5326
O 2.57466 -1.52537 1.43172 -0.9532
H 1.72994 -1.22463 1.62049 0.4828
H 2.50450 -1.61116 0.41059 0.4690
```

Entry 8:
Molecular formula: HIN3P
Method: DFT, ωB97M-V with the def2-TZVPD basis set

## Properties
* charge: 0
* gap between HOMO and LUMO (spin up / spin down): 8.0 / 6.6 eV
* LUMO energy (spin up / spin down): -0.19 / -1.43 eV
* E_tot: -21872.886 eV
* F_max: 0.0681 hartree/bohr
* M: 200.9 g/mol

```
6
Properties=species:S:1:pos:R:3:nbo_charge:R:1
N -0.09966 -0.40375 0.49240 -0.7928
N -1.23203 -0.26029 -0.32380 0.0104
N -1.55640 -0.39542 -1.41631 0.0103
P 1.00019 0.82442 0.95144 0.4840
I 2.30481 1.14207 -1.04592 -0.1237
H -0.41691 -0.90703 1.34219 0.4118
```

Entry 9:
Molecular formula: HIO2
Method: DFT, ωB97M-V with the def2-TZVPD basis set

## Properties
* charge: 0
* gap between HOMO and LUMO (spin up / spin down): 9.5 / 6.9 eV
* LUMO energy (spin up / spin down): -0.96 / -3.27 eV
* E_tot: -12206.900 eV
* F_max: 0.0479 hartree/bohr
* M: 159.9 g/mol

```
4
Properties=species:S:1:pos:R:3:nbo_charge:R:1
O 0.37851 0.48306 -0.20931 -0.3176
O 1.44183 0.16007 -0.86031 -0.1331
I -2.21168 -0.67902 0.34100 -0.0163
H 0.39134 0.03589 0.72862 0.4671
```

Entry 10:
Molecular formula: HIP2S
Method: DFT, ωB97M-V with the def2-TZVPD basis set

## Properties
* charge: 0
* gap between HOMO and LUMO (spin up / spin down): 6.8 / 6.6 eV
* LUMO energy (spin up / spin down): -1.44 / -1.69 eV
* E_tot: -37528.573 eV
* F_max: 0.0213 hartree/bohr
* M: 221.9 g/mol

```
5
Properties=species:S:1:pos:R:3:nbo_charge:R:1
P -0.71258 -1.07574 0.08158 0.2218
P -2.22249 -2.34384 -1.83587 0.2480
S -0.13011 -2.26879 -1.54272 -0.3182
I -2.62759 -4.30427 -0.51386 -0.0898
H 0.52324 -0.44618 0.05861 -0.0619
```

Here are the calculated relative energy (zero: lowest compared OMol25 entry of this formula, charge and spin) numbers, same order: 0.0, 165.6, 327.9, 139.0, 99.7, 113.7, 107.4, 365.0, 97.5, 158.0 (kJ/mol).